(1)
A structure of composition C15H24ClF6IrN3O13P2S3. Source: OMol25; level of theory: ωB97M-V/def2-TZVPD.

Geometry as ORCA input:
```
! wB97M-V def2-TZVPD RIJCOSX def2/J DEFGRID3
* xyz 0 2
Ir 0.398 1.027 -0.021
O -0.761 0.568 3.412
P -1.236 1.824 2.576
O -1.502 3.037 3.337
O -0.217 2.065 1.399
O -2.534 1.129 1.922
P -2.648 0.983 0.324
O -3.767 -0.115 0.122
O -2.993 2.211 -0.385
O -1.304 0.235 0.016
H -0.125 0.816 4.079
H -3.604 -0.920 0.626
C -2.133 -4.381 1.385
C -1.330 -3.498 2.331
S -0.164 -2.354 1.602
C 1.027 -3.460 0.812
C 0.680 -3.619 -0.678
S -0.017 -2.061 -1.286
C -1.689 -2.412 -1.863
C -2.491 -3.594 -1.332
S -3.264 -3.468 0.305
H -2.755 -5.051 1.979
H -1.490 -5.003 0.766
H -0.761 -4.112 3.036
H -1.992 -2.853 2.911
H 1.023 -4.415 1.337
H 1.994 -2.980 0.948
H -0.027 -4.429 -0.823
H 1.559 -3.810 -1.294
H -1.606 -2.505 -2.948
H -2.193 -1.466 -1.646
H -1.932 -4.528 -1.349
H -3.332 -3.717 -2.016
C 3.898 0.108 1.235
C 2.617 0.363 2.022
O 1.466 0.039 1.320
C 2.660 1.835 2.519
F 2.411 2.667 1.513
F 1.783 2.104 3.496
F 3.865 2.158 2.993
C 2.619 -0.582 3.249
F 1.550 -0.496 4.034
F 3.686 -0.385 4.027
F 2.669 -1.857 2.838
H 3.957 0.796 0.401
H 3.862 -0.900 0.832
H 4.785 0.224 1.852
O 2.553 1.023 -3.389
Cl 2.892 0.880 -2.005
O 4.295 1.056 -1.790
O 2.147 1.954 -1.234
O 2.416 -0.389 -1.478
C -0.904 1.909 -4.847
N -0.928 2.588 -3.559
C -1.340 3.872 -3.408
C -1.327 4.479 -2.213
C -0.821 3.765 -1.079
N -0.380 2.516 -1.241
C -0.516 1.885 -2.459
O -0.252 0.686 -2.522
N -0.735 4.379 0.089
H -1.073 2.647 -5.626
H -1.677 1.144 -4.882
H 0.066 1.435 -4.977
H -1.680 4.368 -4.306
H -1.684 5.489 -2.103
H -1.195 5.264 0.211
H -0.497 3.830 0.906
*
```

E_tot, eV: -129780.6431
Gap between HOMO and LUMO (alpha / beta), eV: 5.9606 / 4.5075
HOMO (alpha / beta), eV: -7.37 / -7.36
Energy above the lowest of the compared OMol25 structures with the same formula, charge and spin, kJ/mol: 89.42
LUMO (alpha / beta), eV: -1.4 / -2.9

(2)
The molecule CH4N4O. Source: OMol25; level of theory: ωB97M-V/def2-TZVPD.

Geometry as ORCA input:
```
! wB97M-V def2-TZVPD RIJCOSX def2/J DEFGRID3
* xyz 0 1
O -2.211 0.740 0.071
N -1.186 0.054 0.028
N -0.904 -1.174 0.005
N 0.448 -1.414 0.173
N 1.100 -0.109 0.246
C 0.059 0.853 0.156
H 0.934 -1.815 -0.605
H 1.791 -0.006 -0.406
H -0.028 1.413 1.016
H -0.001 1.458 -0.684
*
```

E_tot, eV: -9104.5617
Gap between HOMO and LUMO, eV: 9.4603
HOMO, eV: -8.76
Energy above the lowest of the compared OMol25 structures with the same formula, charge and spin, kJ/mol: 350.09
LUMO, eV: 0.7
SMILES string: [O-][N+]1=NNNC1

(3)
A structure of composition C45H33F4N7O7Sb2Sn. Source: OMol25; level of theory: ωB97M-V/def2-TZVPD.

Geometry as ORCA input:
```
! wB97M-V def2-TZVPD RIJCOSX def2/J DEFGRID3
* xyz -2 1
Sn 15.274 14.035 14.675
O 12.417 16.830 12.686
C 13.132 15.903 13.090
O 13.536 15.609 14.275
C 13.628 14.910 11.999
C 13.113 14.993 10.670
C 13.467 13.914 9.817
C 14.464 12.992 10.139
C 14.990 13.106 11.444
N 14.461 13.942 12.409
C 16.073 12.204 11.870
O 16.707 11.487 11.111
O 16.333 12.305 13.202
H 12.467 15.836 10.398
H 12.863 13.750 8.961
H 14.729 12.145 9.544
O 11.835 10.235 17.575
C 11.287 10.323 16.319
C 10.168 9.550 16.017
C 9.574 9.624 14.740
C 10.135 10.416 13.724
C 11.337 11.034 14.003
C 11.883 11.054 15.302
C 13.165 11.775 15.500
O 13.588 12.489 14.515
N 13.818 11.650 16.702
N 15.015 12.139 16.720
C 15.818 11.914 17.813
C 17.258 11.688 17.802
C 17.862 11.143 18.935
C 19.189 10.689 18.962
C 19.882 10.674 17.775
C 19.377 11.221 16.587
C 18.039 11.657 16.582
O 17.384 12.002 15.484
H 12.700 10.759 17.446
H 9.832 8.834 16.793
H 8.724 8.913 14.508
H 9.674 10.360 12.744
H 11.917 11.414 13.149
H 15.292 11.784 18.712
H 17.381 11.218 19.924
H 19.540 10.195 19.873
H 20.855 10.167 17.762
H 19.915 11.229 15.675
C 19.281 12.811 12.902
Sb 18.033 11.158 13.646
C 16.529 9.552 13.535
C 18.277 8.789 10.923
C 19.346 8.428 10.107
C 20.180 7.317 10.449
C 21.322 7.022 9.743
C 21.681 7.732 8.597
C 20.778 8.663 8.104
C 19.649 9.037 8.833
C 18.789 10.101 8.228
Sb 19.986 11.961 8.635
C 18.996 13.786 7.952
C 21.282 11.822 6.920
H 19.205 13.695 13.534
H 18.996 12.970 11.846
H 20.298 12.480 12.894
H 17.039 8.632 13.813
H 16.140 9.448 12.521
H 15.715 9.728 14.302
H 17.749 9.694 10.922
H 18.117 8.099 11.779
H 19.928 6.829 11.358
H 21.924 6.233 10.079
H 22.660 7.496 8.121
H 21.064 9.135 7.173
H 17.738 10.187 8.589
H 18.829 10.214 7.147
H 19.590 14.680 8.141
H 18.063 13.972 8.518
H 18.711 13.650 6.947
H 22.049 11.086 7.161
H 21.800 12.757 6.937
H 20.742 11.474 6.022
F 20.691 15.235 12.458
C 20.799 16.114 11.424
C 22.104 16.488 11.068
F 23.087 15.854 11.733
C 22.459 17.428 10.105
C 21.250 18.162 9.606
C 19.979 17.765 9.973
F 18.894 18.421 9.373
C 19.658 16.682 10.876
C 18.294 16.248 11.144
C 17.922 16.006 12.457
N 17.481 15.628 13.477
C 17.252 16.221 10.166
N 16.325 15.891 9.522
F 21.367 19.135 8.671
C 23.792 17.780 9.752
C 24.967 17.495 10.483
N 25.912 17.119 11.057
C 24.044 18.409 8.529
N 24.476 18.943 7.580
*
```

E_tot, eV: -101736.2266
Gap between HOMO and LUMO (alpha / beta), eV: 3.5779 / 3.7382
HOMO (alpha / beta), eV: -1.82 / -1.83
Energy above the lowest of the compared OMol25 structures with the same formula, charge and spin, kJ/mol: 449.37
LUMO (alpha / beta), eV: 1.8 / 1.9

(4)
A structure of composition C27H24AuN6O6. Source: OMol25; level of theory: ωB97M-V/def2-TZVPD.

Geometry as ORCA input:
```
! wB97M-V def2-TZVPD RIJCOSX def2/J DEFGRID3
* xyz 1 1
Au -0.511 -0.026 -1.389
O -4.785 -1.493 -1.450
C -5.258 -0.385 -2.067
C -6.617 -0.384 -2.375
C -7.192 0.707 -2.989
C -6.427 1.829 -3.309
C -5.087 1.837 -3.006
C -4.475 0.735 -2.387
C -3.041 0.808 -2.092
O -2.438 -0.333 -1.721
N -2.401 1.925 -2.195
N -1.067 1.789 -1.856
C -0.290 2.811 -1.824
C 1.094 2.802 -1.451
C 1.732 4.060 -1.396
C 3.038 4.190 -1.006
C 3.755 3.042 -0.657
C 3.170 1.798 -0.716
C 1.836 1.647 -1.116
O 1.383 0.389 -1.127
H -3.836 -1.377 -1.304
H -7.197 -1.259 -2.116
H -8.248 0.689 -3.222
H -6.881 2.683 -3.791
H -4.474 2.694 -3.247
H -0.755 3.756 -2.090
H 1.156 4.938 -1.664
H 3.503 5.164 -0.961
H 4.782 3.123 -0.327
H 3.725 0.906 -0.455
O 4.836 2.643 2.585
C 4.585 1.582 3.486
N 3.207 1.204 3.291
C 2.801 -0.081 3.238
O 3.544 -1.039 3.392
C 1.351 -0.314 2.936
C 0.679 -1.355 3.568
C -0.627 -1.620 3.199
C -1.188 -0.873 2.172
N -0.540 0.096 1.528
C 0.695 0.387 1.938
H 5.591 3.147 2.907
H 4.755 1.902 4.517
H 5.196 0.704 3.278
H 2.532 1.951 3.254
H 1.185 -1.934 4.331
H -1.202 -2.400 3.680
H -2.199 -1.076 1.835
H 1.202 1.184 1.406
N 3.161 -3.213 1.524
C 2.517 -4.124 0.765
O 2.899 -5.262 0.591
C 1.272 -3.660 0.040
C 0.415 -4.644 -0.442
C -0.699 -4.282 -1.177
C -0.920 -2.945 -1.432
N -0.089 -1.999 -0.971
C 0.988 -2.339 -0.245
H 3.975 -3.521 2.031
H 2.741 -2.358 1.850
H 0.660 -5.679 -0.243
H -1.383 -5.020 -1.570
H -1.762 -2.605 -2.018
H 1.627 -1.522 0.061
*
```

E_tot, eV: -53300.8889
Gap between HOMO and LUMO, eV: 7.0846
HOMO, eV: -10.93
Energy above the lowest of the compared OMol25 structures with the same formula, charge and spin, kJ/mol: 17.07
LUMO, eV: -3.8

(5)
A structure of composition C28H47HgN2O7P2S3. Source: OMol25; level of theory: ωB97M-V/def2-TZVPD.

Geometry as ORCA input:
```
! wB97M-V def2-TZVPD RIJCOSX def2/J DEFGRID3
* xyz 0 2
Hg -1.886 -0.017 1.388
N -3.767 -0.360 0.290
C -3.907 -1.847 0.167
C -3.977 -2.532 1.474
N -2.866 -2.206 2.363
H -4.550 0.102 0.735
H -3.656 0.026 -0.663
H -3.075 -2.177 -0.497
H -4.848 -2.014 -0.404
H -4.119 -3.628 1.402
H -4.890 -2.172 2.007
H -2.067 -2.743 2.116
H -3.150 -2.524 3.307
C 3.932 -3.659 2.172
C 2.697 -2.790 1.899
C 2.915 -1.333 2.167
O 2.338 -2.923 0.478
P 0.755 -2.679 0.013
O 0.044 -1.856 1.050
C 0.863 -1.994 -1.673
P 0.546 -0.192 -1.860
O -0.423 0.393 -0.949
O 0.086 -0.020 -3.370
C 0.922 0.030 -4.589
C 0.510 -1.162 -5.464
C 0.685 1.335 -5.247
O 2.086 0.361 -1.777
C 2.501 1.761 -1.469
C 3.836 1.925 -2.204
C 2.642 1.871 0.026
O 0.090 -4.094 -0.199
C 0.157 -5.405 -0.949
C 1.577 -5.775 -1.234
C -0.730 -5.243 -2.161
H 4.246 -3.413 3.212
H 4.738 -3.277 1.551
H 3.806 -4.726 2.036
H 1.778 -3.198 2.415
H 3.623 -0.929 1.459
H 3.414 -1.275 3.166
H 1.974 -0.817 2.178
H 0.139 -2.475 -2.312
H 1.854 -2.280 -2.070
H 1.945 -0.017 -4.225
H -0.393 -0.841 -6.016
H 0.253 -2.029 -4.875
H 1.229 -1.454 -6.212
H -0.381 1.407 -5.595
H 1.313 1.579 -6.074
H 0.824 2.149 -4.545
H 1.687 2.385 -1.859
H 4.499 1.196 -1.737
H 4.211 2.896 -1.877
H 3.797 1.784 -3.265
H 3.496 1.275 0.372
H 1.697 1.534 0.548
H 2.776 2.919 0.324
H -0.232 -6.136 -0.235
H 2.005 -5.228 -2.085
H 1.625 -6.831 -1.537
H 2.248 -5.517 -0.427
H -0.257 -4.581 -2.841
H -1.724 -4.830 -1.858
H -0.881 -6.201 -2.696
O -0.706 1.827 1.647
C -0.983 3.142 2.019
C -0.629 4.142 0.929
C -0.510 3.991 -0.464
C -0.698 5.221 -1.115
C -0.823 6.265 -0.237
S -0.465 5.829 1.401
C -2.532 3.346 2.292
C -3.505 4.146 1.726
C -4.846 3.656 1.918
C -4.881 2.569 2.763
S -3.289 2.128 3.294
C -0.174 3.457 3.342
C 0.667 2.629 4.032
C 0.891 3.055 5.341
C 0.317 4.280 5.574
S -0.453 4.946 4.177
H -0.376 3.058 -0.954
H -0.801 5.363 -2.180
H -1.022 7.326 -0.430
H -3.236 4.986 1.089
H -5.724 4.077 1.463
H -5.734 1.930 3.025
H 1.077 1.755 3.579
H 1.486 2.450 6.020
H 0.370 4.896 6.480
*
```

E_tot, eV: -102369.8277
Gap between HOMO and LUMO (alpha / beta), eV: 4.2740 / 7.4156
HOMO (alpha / beta), eV: -3.96 / -7.14
Energy above the lowest of the compared OMol25 structures with the same formula, charge and spin, kJ/mol: 47.70
LUMO (alpha / beta), eV: 0.3 / 0.3

Which of these has the highest energy above the lowest of the compared OMol25 structures with the same formula, charge and spin?
C45H33F4N7O7Sb2Sn

The highest energy above the lowest of the compared OMol25 structures with the same formula, charge and spin belongs to which entry?
C45H33F4N7O7Sb2Sn

Which formula does entry 5 have?
C28H47HgN2O7P2S3